1.
{
  "formula": "Cd2ClFO4",
  "method": "the ωB97M-V functional and the def2-TZVPD basis",
  "total_charge": 2,
  "homo_lumo_gap_ev": 4.68,
  "e_homo_ev": -17.27,
  "multiplicity": 1,
  "symbols": ["Cd", "Cd", "Cl", "F", "O", "O", "O", "O"],
  "positions_angstrom": [[-0.6275, -2.6874, -2.3867], [1.5980, -1.3065, 1.4307], [-1.2272, 0.2810, -1.3211], [0.0756, -0.7409, -1.8055], [-1.0701, 2.4369, -0.4101], [-0.1462, 2.5522, 2.5126], [1.6563, 1.9097, 0.8062], [-0.2588, -2.4451, 1.1738]],
  "forces_ev_per_a": [[-0.148, -1.094, 0.997], [-2.087, -0.786, -0.055], [0.276, 1.627, 0.659], [-0.047, 1.044, 0.252], [-0.118, -1.497, -0.510], [0.663, -0.305, -0.829], [-0.610, -0.255, 0.756], [2.072, 1.266, -1.270]],
  "mulliken_charge": [1.25, 1.21, 0.46, -0.29, -0.10, 0.08, -0.07, -0.55]
}



2.
{
  "formula": "I2O2V",
  "method": "the ωB97M-V functional and the def2-TZVPD basis",
  "total_charge": 0,
  "homo_lumo_gap_ev": [7.08, 4.15],
  "e_homo_ev": [-9.18, -9.17],
  "s2": 0.757,
  "multiplicity": 2,
  "symbols": ["I", "I", "V", "O", "O"],
  "positions_angstrom": [[-0.3715, -2.7122, 0.8728], [-0.9104, 1.2061, -2.1821], [0.3133, 0.0068, 0.1591], [-0.6662, 0.5407, 1.3166], [1.6348, 0.9586, -0.1664]],
  "forces_ev_per_a": [[0.786, 1.523, -0.776], [0.319, -0.400, 0.562], [-0.635, 0.915, 1.329], [2.234, -0.048, -2.133], [-2.705, -1.990, 1.019]],
  "mulliken_charge": [-0.21, 0.33, 1.01, -0.48, -0.66]
}



3.
{
  "formula": "C4H11NO3",
  "method": "the ωB97M-V functional and the def2-TZVPD basis",
  "total_charge": 0,
  "homo_lumo_gap_ev": 9.94,
  "relative_energy_kj_mol": 118.45,
  "smiles": "CCNCC(=O)O.O",
  "e_homo_ev": -9.35,
  "multiplicity": 1,
  "symbols": ["O", "O", "O", "N", "C", "C", "C", "C", "H", "H", "H", "H", "H", "H", "H", "H", "H", "H", "H"],
  "positions_angstrom": [[0.0393, 1.4743, 2.0557], [2.2738, -0.6897, -2.6766], [0.9994, 1.2266, 0.0532], [-0.4499, -1.4509, 0.1398], [-1.1488, -0.6261, -0.8537], [-2.3144, 0.2035, -0.3016], [0.4905, 0.7379, 1.0214], [0.2166, -0.7352, 1.2330], [-2.8999, 0.6327, -1.1116], [-1.5958, -1.3090, -1.5748], [-0.2866, -0.8422, 2.2013], [1.6511, -1.1814, -2.1263], [0.0554, 2.4100, 1.7820], [2.4183, 0.1147, -2.1573], [1.1880, -1.1875, 1.4817], [-1.9706, 1.0412, 0.2951], [-2.9594, -0.4887, 0.2310], [-0.3962, -0.0733, -1.4060], [-1.1607, -2.0464, 0.5517]],
  "forces_ev_per_a": [[-0.197, 0.353, -0.029], [-0.123, 0.204, 0.366], [0.266, 0.132, -0.280], [-0.173, 0.247, -0.066], [-0.255, -0.268, -0.196], [0.589, -0.005, -0.609], [-0.528, -0.282, -0.066], [0.436, -0.325, 1.115], [-0.028, -0.005, -0.171], [0.174, -0.264, -0.056], [-0.417, 0.187, -0.310], [0.055, -0.077, -0.089], [0.315, -0.258, 0.143], [-0.006, -0.130, -0.165], [0.100, 0.013, -0.547], [-0.160, -0.050, 0.445], [-0.177, 0.217, 0.424], [-0.157, 0.412, 0.017], [0.288, -0.102, 0.075]],
  "mulliken_charge": [-0.47, -0.66, -0.52, -0.29, -0.59, -1.00, 0.47, -0.46, 0.38, 0.44, 0.26, 0.33, 0.37, 0.33, 0.32, 0.26, 0.28, 0.27, 0.27]
}



4.
{
  "formula": "C3H4N4",
  "method": "the ωB97M-V functional and the def2-TZVPD basis",
  "total_charge": 0,
  "homo_lumo_gap_ev": 8.86,
  "relative_energy_kj_mol": 476.88,
  "smiles": "Nc1cnnnc1",
  "e_homo_ev": -8.87,
  "multiplicity": 1,
  "symbols": ["N", "N", "N", "N", "C", "C", "C", "H", "H", "H", "H"],
  "positions_angstrom": [[0.4096, 1.5751, -0.7090], [0.6034, -1.5685, 0.9484], [-1.6970, -1.2535, 0.5117], [-0.6389, -1.9791, 0.8633], [-1.3438, -0.1041, 0.0467], [0.0055, 0.2165, -0.2645], [0.9899, -0.6105, 0.1174], [-1.9224, 0.4593, -0.5602], [1.5659, 1.4677, -0.6151], [-0.1137, 2.3791, -0.2855], [2.1414, -0.5820, -0.0533]],
  "forces_ev_per_a": [[2.534, -2.725, 0.242], [-0.115, -1.829, -2.207], [1.637, -1.150, -0.778], [-1.172, -1.497, 3.708], [3.481, 0.544, -1.374], [-0.355, 4.570, 0.074], [2.418, -1.002, 1.343], [-3.116, 2.086, -0.728], [-4.360, 1.700, -0.209], [1.275, -1.276, -0.366], [-2.226, 0.577, 0.296]],
  "mulliken_charge": [-0.60, -0.18, -0.25, -0.33, -0.33, 0.72, -0.31, 0.44, 0.26, 0.26, 0.32]
}



5.
{
  "formula": "H34O17",
  "method": "the ωB97M-V functional and the def2-TZVPD basis",
  "total_charge": 0,
  "homo_lumo_gap_ev": 8.31,
  "relative_energy_kj_mol": 225.55,
  "e_homo_ev": -9.14,
  "multiplicity": 1,
  "symbols": ["O", "O", "O", "O", "O", "O", "O", "O", "O", "O", "O", "O", "O", "O", "O", "O", "O", "H", "H", "H", "H", "H", "H", "H", "H", "H", "H", "H", "H", "H", "H", "H", "H", "H", "H", "H", "H", "H", "H", "H", "H", "H", "H", "H", "H", "H", "H", "H", "H", "H", "H"],
  "positions_angstrom": [[0.5421, 0.4898, -2.9927], [0.9234, 3.5742, 0.4321], [-0.5346, 1.8941, 2.1716], [-0.1683, 0.0420, 0.1283], [2.3241, 0.9190, -0.2612], [0.2704, -2.4101, 0.9937], [2.1455, 2.1928, 2.3315], [-2.3554, 0.0576, -1.6302], [1.1263, -0.5181, 2.6083], [-0.3355, -2.4646, -1.9919], [-1.9006, 2.3462, -0.5003], [-3.0378, 0.5064, 1.4107], [-1.3923, -0.8346, 3.5461], [0.3135, 3.1261, -2.1390], [1.6574, -4.2254, -0.6620], [2.3494, -1.4628, -2.0239], [-2.3517, -1.9705, 0.4772], [-0.6913, -2.3341, 1.0377], [1.6821, -1.9172, -1.5075], [1.3530, 0.8189, -3.4957], [0.3749, 2.1694, -2.2151], [-2.5275, -1.0217, 0.3875], [1.8115, 2.8412, 1.7287], [0.0676, -0.8144, 0.2846], [0.9767, 4.5138, 0.4835], [0.0313, -2.3907, -2.8809], [2.6995, 0.6850, 0.6114], [2.5656, 0.1336, -0.7940], [0.7881, 3.3055, -0.4632], [-0.5384, -0.6460, 3.0639], [-0.6634, -3.3471, -1.9721], [-2.2190, 0.0714, -2.5971], [-1.7612, -1.5663, 3.0474], [0.6825, 0.4611, 0.0009], [-2.5426, 1.2077, 0.9771], [1.7410, -0.9353, 3.1876], [1.0446, -1.2670, 1.9462], [-3.0093, 0.7299, 2.3577], [1.2487, -4.9736, -0.2998], [1.8950, -0.7444, -2.4954], [-1.5042, 0.0070, -1.1922], [-2.1262, 1.5485, -0.9997], [-0.0290, 0.0365, -3.6160], [0.8016, 3.4497, -2.8529], [-3.1946, -2.1475, 0.8370], [-1.0597, 2.5998, -0.8313], [0.4168, -3.3115, 1.3406], [-0.1336, 2.5983, 1.6431], [-0.3655, 1.1045, 1.6582], [1.5986, 1.4208, 2.1482], [1.0105, -3.5474, -0.4266]],
  "forces_ev_per_a": [[1.910, 0.753, -0.695], [0.116, -0.266, 1.435], [-0.377, 0.481, 0.452], [-1.854, 2.956, -0.925], [0.555, -0.936, 0.041], [0.617, -1.896, 0.380], [1.347, -0.973, 0.702], [-0.900, -0.152, -1.400], [0.159, -0.981, -1.738], [0.355, 1.135, -0.407], [-1.110, 0.150, 0.592], [-0.660, -0.178, 0.340], [0.813, -0.065, -0.446], [-0.975, -0.623, 1.434], [0.473, 1.488, -0.510], [0.755, 0.611, -0.271], [0.972, 0.020, -0.480], [-1.260, 0.362, -0.262], [-0.373, -0.088, -0.058], [-1.750, -0.649, 0.551], [-0.153, -0.435, -0.140], [0.631, 0.745, 0.058], [-0.102, 0.590, -0.618], [0.737, -3.565, 0.381], [-0.096, 0.999, -0.209], [0.141, -0.068, 0.090], [-0.115, 0.756, -0.202], [-0.030, 0.213, -0.010], [0.074, 0.134, -1.322], [-0.976, 0.077, 0.983], [-0.594, -1.106, 0.169], [-0.048, -0.105, 0.922], [-0.287, -0.027, -0.051], [0.924, 0.807, -0.333], [0.297, 0.601, 0.006], [0.854, 0.049, 1.376], [-0.288, 1.109, 0.607], [0.348, -0.259, -0.504], [-0.561, -2.172, 0.660], [-0.209, -0.656, 0.477], [1.082, -0.539, 0.168], [-0.466, 0.278, -0.180], [-0.008, 0.039, -0.341], [1.180, 1.065, -1.674], [-1.524, -1.159, 0.887], [0.801, 0.624, -0.217], [0.249, 0.649, 0.009], [-0.377, -0.036, 0.129], [-0.332, -0.283, -0.214], [-0.157, 0.121, 0.667], [0.192, 0.408, -0.309]],
  "mulliken_charge": [-0.71, -0.60, -0.70, 2.68, -0.72, -0.81, -0.74, -0.71, -0.69, -0.51, -0.79, -0.65, -0.65, -0.74, -0.63, -0.82, -0.69, 0.05, 0.30, 0.36, 0.31, 0.14, 0.50, -0.40, 0.23, 0.25, 0.34, 0.34, 0.27, 0.39, 0.24, 0.32, 0.31, -0.26, 0.38, 0.32, 0.18, 0.34, 0.30, 0.41, 0.01, 0.47, 0.22, 0.31, 0.28, 0.30, 0.41, 0.50, -0.02, 0.19, 0.17]
}



6.
{
  "formula": "C6H8O2S",
  "method": "the ωB97M-V functional and the def2-TZVPD basis",
  "total_charge": 0,
  "homo_lumo_gap_ev": 8.50,
  "relative_energy_kj_mol": 158.59,
  "e_homo_ev": -8.02,
  "multiplicity": 1,
  "symbols": ["S", "O", "O", "C", "C", "C", "C", "C", "C", "H", "H", "H", "H", "H", "H", "H", "H"],
  "positions_angstrom": [[1.3256, 1.9276, 0.0996], [-2.2153, 2.3568, -0.2687], [-2.6324, 0.3634, 0.7454], [0.2428, 0.6169, -0.0881], [2.2537, -0.4604, 0.1120], [0.8449, -0.5964, -0.0617], [-2.1063, 1.0303, -0.3090], [0.1480, -1.9148, -0.1982], [2.6559, 0.8297, 0.2137], [-2.1763, 2.6569, 0.6508], [-0.3626, -1.9856, -1.1591], [3.6450, 1.2201, 0.3480], [0.8682, -2.7265, -0.1315], [-2.6178, -0.5850, 0.5973], [2.9245, -1.3016, 0.1594], [-0.5906, -2.0486, 0.5932], [-2.2074, 0.6172, -1.3031]],
  "forces_ev_per_a": [[0.053, -0.765, -0.087], [-0.300, -0.476, 0.156], [-0.167, 0.858, -0.426], [-3.388, 0.800, -0.394], [0.078, 0.046, 0.036], [0.188, 0.203, 0.027], [3.003, -0.530, 0.718], [-0.045, 0.119, -0.049], [0.047, 0.472, 0.051], [0.043, -0.040, -0.009], [-0.029, -0.103, -0.042], [0.288, -0.038, 0.042], [-0.050, -0.145, -0.004], [0.182, -0.181, -0.134], [0.191, -0.121, 0.012], [-0.030, -0.117, 0.059], [-0.062, 0.017, 0.044]],
  "mulliken_charge": [-0.20, -0.42, -0.46, 0.18, -0.63, 0.48, 0.12, -1.23, -0.47, 0.36, 0.28, 0.39, 0.35, 0.36, 0.32, 0.21, 0.34]
}



- What is the formula in the second record?
  I2O2V